# 1
Formula: C3H11N2
Source: the OMol25 dataset
Level of theory: ωB97M-V/def2-TZVPD

```
! wB97M-V def2-TZVPD RIJCOSX def2/J DEFGRID3
* xyz 1 1
N 1.4072 0.1717 1.1252
N 0.5728 -0.1271 -1.5884
C -0.9125 -0.3399 -1.0802
C -0.0375 -0.0023 1.3773
C -1.0247 0.4066 0.2655
H -0.3106 -1.0717 1.5300
H 1.8163 -0.6529 1.5500
H 1.7631 1.0179 1.5465
H 0.6511 0.7850 -2.0365
H 0.8826 -0.7827 -2.3034
H -1.5471 0.0504 -1.8884
H -0.3230 0.4786 2.3163
H -1.0653 -1.4167 -0.9503
H -2.0431 0.2108 0.5993
H -0.9822 1.5064 0.2254
H 1.1531 -0.2342 -0.6883
*
```

SMILES: NCCC[NH3+]
LUMO: -3.24 eV
HOMO: -14.38 eV
energy relative to the best compared isomer or geometry (same formula, charge and spin): 0.404 eV

Here are the natural (NBO) charges for atoms 1 to 8, given in e: atom 1 (N): -0.87, atom 2 (N): -0.73, atom 3 (C): -0.20, atom 4 (C): -0.24, atom 5 (C): -0.46, atom 6 (H): 0.20, atom 7 (H): 0.39, atom 8 (H): 0.40

---

# 2
Formula: C3H11N2
Source: the OMol25 dataset
Level of theory: ωB97M-V/def2-TZVPD

```
! wB97M-V def2-TZVPD RIJCOSX def2/J DEFGRID3
* xyz 1 1
N 0.4626 0.7804 -0.5437
N -1.0720 -1.2222 -0.7784
C 1.8289 0.5827 -0.0631
C -0.5494 0.6248 0.6450
C -1.0737 -0.8155 0.6593
H 2.3256 1.3684 0.5774
H 1.9417 -0.3773 0.4357
H 2.5359 0.6074 -0.9510
H -1.3751 1.3943 0.6499
H 0.2777 0.1134 -1.3041
H -0.9648 -2.1752 -0.9251
H -2.0383 -1.0149 1.1145
H 0.3471 1.6820 -1.0767
H -2.0420 -1.0899 -1.2667
H -0.2887 1.0068 1.5997
H -0.3155 -1.4651 1.2273
*
```

SMILES: C[NH2+]CCN
LUMO: -3.18 eV
HOMO: -14.54 eV
energy relative to the best compared isomer or geometry (same formula, charge and spin): 1.622 eV

Here are the natural (NBO) charges for atoms 1 to 8, given in e: atom 1 (N): -0.53, atom 2 (N): -0.89, atom 3 (C): -0.45, atom 4 (C): -0.26, atom 5 (C): -0.26, atom 6 (H): 0.25, atom 7 (H): 0.24, atom 8 (H): 0.24

---

# 3
Formula: C3H11N2
Source: the OMol25 dataset
Level of theory: ωB97M-V/def2-TZVPD

```
! wB97M-V def2-TZVPD RIJCOSX def2/J DEFGRID3
* xyz 1 1
N 2.0914 0.6471 -0.1706
N -1.5197 0.6749 0.3883
C -0.2978 0.1601 -0.3798
C -0.6439 -1.2373 -0.8056
C 0.8913 0.2372 0.5746
H -0.0664 0.8557 -1.1766
H -2.3583 0.2636 -0.0415
H -1.4872 -1.3407 -1.4873
H -1.6208 1.6893 0.4269
H 1.0303 -0.6792 1.1472
H 2.6450 -0.1647 -0.4182
H 2.6935 1.1655 0.4618
H 0.2360 -1.6686 -1.2650
H -1.4840 0.2819 1.3343
H -0.8042 -1.8692 0.0722
H 0.6947 0.9844 1.3393
*
```

SMILES: C[C@@H]([NH3+])CN
LUMO: -3.63 eV
HOMO: -13.87 eV
energy relative to the best compared isomer or geometry (same formula, charge and spin): 0.629 eV

Here are the natural (NBO) charges for atoms 1 to 8, given in e: atom 1 (N): -0.82, atom 2 (N): -0.68, atom 3 (C): -0.05, atom 4 (C): -0.65, atom 5 (C): -0.25, atom 6 (H): 0.25, atom 7 (H): 0.44, atom 8 (H): 0.24

---

# 4
Formula: C3H11N2
Source: the OMol25 dataset
Level of theory: ωB97M-V/def2-TZVPD

```
! wB97M-V def2-TZVPD RIJCOSX def2/J DEFGRID3
* xyz 1 1
N -0.8543 -0.6370 -0.5829
N 0.3224 1.0727 1.0969
C -1.9802 -0.5996 -1.1640
C 0.0033 -1.8276 -0.4215
C 1.5767 1.5117 0.5076
H -0.6999 0.2929 0.2182
H 0.5541 0.6424 2.0560
H 0.6861 -1.5081 0.3060
H 2.1580 0.6433 0.4472
H -0.2497 1.9301 1.2679
H -2.7677 0.0772 -0.9302
H -0.5713 -2.6165 -0.0135
H 0.5168 -2.0035 -1.4084
H 2.1115 2.2261 1.1819
H 1.4330 1.9644 -0.4805
H -2.2387 -1.1684 -2.0808
*
```

LUMO: -4.37 eV
HOMO: -14.60 eV
energy relative to the best compared isomer or geometry (same formula, charge and spin): 2.081 eV

Here are the natural (NBO) charges for atoms 1 to 8, given in e: atom 1 (N): -0.43, atom 2 (N): -0.84, atom 3 (C): 0.11, atom 4 (C): -0.42, atom 5 (C): -0.42, atom 6 (H): 0.46, atom 7 (H): 0.40, atom 8 (H): 0.22

---

# 5
Formula: C3H11N2O
Source: the OMol25 dataset
Level of theory: ωB97M-V/def2-TZVPD

```
! wB97M-V def2-TZVPD RIJCOSX def2/J DEFGRID3
* xyz 0 2
O -1.2667 0.1300 0.9033
N 1.1867 0.1397 -1.3285
N -1.1001 0.9227 -1.6259
C 1.3615 -0.7609 -0.1316
C -1.2427 -0.6329 2.0443
C 0.2714 1.2297 -1.1990
H -0.6383 -0.1905 2.8535
H 0.3316 -0.9675 0.2613
H -0.7728 -1.6125 1.8210
H 0.5796 2.0781 -1.7492
H -1.5669 0.6099 -0.7413
H -1.0309 0.0460 -2.1636
H 1.8459 -1.7160 -0.3858
H 1.9310 -0.2624 0.7047
H -2.2038 -0.8670 2.5166
H 0.1763 1.4825 -0.1604
H 2.1382 0.3709 -1.6194
*
```

LUMO (alpha / beta): 0.82 / -2.21 eV
HOMO (alpha / beta): -8.55 / -8.51 eV
energy relative to the best compared isomer or geometry (same formula, charge and spin): 1.522 eV

Here are the natural (NBO) charges for atoms 1 to 8, given in e: atom 1 (O): -0.31, atom 2 (N): -0.65, atom 3 (N): -0.83, atom 4 (C): -0.43, atom 5 (C): -0.33, atom 6 (C): -0.06, atom 7 (H): 0.22, atom 8 (H): 0.20

---

# 6
Formula: C3H11N2O
Source: the OMol25 dataset
Level of theory: ωB97M-V/def2-TZVPD

```
! wB97M-V def2-TZVPD RIJCOSX def2/J DEFGRID3
* xyz 1 1
O 0.7368 0.9463 0.2780
N -1.2625 1.9316 0.5129
N 1.1336 -1.5896 0.6370
C 0.1125 -2.6424 0.7943
C -0.2096 1.5608 -0.2271
C -0.2508 1.9371 -1.6814
H 2.0548 -1.8926 0.9517
H -0.1816 -2.7331 1.8383
H 1.2486 -1.3161 -0.3459
H -0.7869 -2.4180 0.2300
H -0.9984 2.7122 -1.8684
H 0.4841 -3.5964 0.4455
H -1.2049 1.8298 1.5225
H 0.7077 2.3401 -1.9871
H -1.9808 2.5420 0.1590
H -0.4762 1.0559 -2.2871
H 0.8737 -0.6677 1.0278
*
```

LUMO: -3.17 eV
HOMO: -14.28 eV
energy relative to the best compared isomer or geometry (same formula, charge and spin): 0.122 eV

Here are the natural (NBO) charges for atoms 1 to 8, given in e: atom 1 (O): -0.73, atom 2 (N): -0.78, atom 3 (N): -0.68, atom 4 (C): -0.43, atom 5 (C): 0.70, atom 6 (C): -0.71, atom 7 (H): 0.44, atom 8 (H): 0.24

---

# 7
Formula: C3H11N2O
Source: the OMol25 dataset
Level of theory: ωB97M-V/def2-TZVPD

```
! wB97M-V def2-TZVPD RIJCOSX def2/J DEFGRID3
* xyz 1 1
O -1.3192 0.0334 -0.7929
N -2.2328 -0.7081 -0.0606
N 1.1241 -1.6874 -0.3731
C -0.3411 0.5435 1.2770
C 0.5920 1.4257 -0.9831
C -0.3844 0.6382 -0.1807
H -2.4394 -1.3903 -0.7095
H 0.6221 -0.0115 1.4225
H 2.1008 -1.7409 0.1049
H 1.3686 1.7056 -0.3526
H -0.1252 1.6473 1.5469
H 1.2892 -1.2821 -1.2856
H 0.8581 -2.6377 -0.5306
H 0.7872 0.9480 -1.9188
H -1.1331 0.0335 1.8494
H -3.0250 -0.0976 0.1662
H 0.1097 2.3675 -1.4030
*
```

LUMO: -4.48 eV
HOMO: -14.54 eV
energy relative to the best compared isomer or geometry (same formula, charge and spin): 3.941 eV

Here are the natural (NBO) charges for atoms 1 to 8, given in e: atom 1 (O): -0.28, atom 2 (N): -0.48, atom 3 (N): -1.10, atom 4 (C): -0.77, atom 5 (C): -0.73, atom 6 (C): 0.75, atom 7 (H): 0.38, atom 8 (H): 0.32

---

# 8
Formula: C3H11N2O
Source: the OMol25 dataset
Level of theory: ωB97M-V/def2-TZVPD

```
! wB97M-V def2-TZVPD RIJCOSX def2/J DEFGRID3
* xyz 1 1
O -4.6849 -3.6476 -3.1503
N 1.4335 0.9409 3.0337
N 0.6532 1.0104 0.8533
C 1.1775 0.3869 1.8573
C 0.7540 0.5594 -0.5655
C 1.5932 1.5457 -1.3621
H 1.4631 0.3403 3.8490
H -0.2561 0.4109 -0.9120
H 1.0425 2.4482 -1.6235
H 1.4240 -0.6491 1.6166
H 0.3328 1.9682 0.9315
H -4.8456 -3.3693 -2.2446
H 2.4471 1.8442 -0.7671
H -4.5992 -4.6045 -3.1069
H 1.2574 -0.3997 -0.5250
H 1.0018 1.8444 3.2022
H 1.9467 1.0668 -2.2773
*
```

LUMO: -3.71 eV
HOMO: -13.30 eV
energy relative to the best compared isomer or geometry (same formula, charge and spin): 1.004 eV

Here are the natural (NBO) charges for atoms 1 to 8, given in e: atom 1 (O): -0.94, atom 2 (N): -0.71, atom 3 (N): -0.48, atom 4 (C): 0.40, atom 5 (C): -0.21, atom 6 (C): -0.63, atom 7 (H): 0.44, atom 8 (H): 0.23

---

# 9
Formula: C3H11N2O
Source: the OMol25 dataset
Level of theory: ωB97M-V/def2-TZVPD

```
! wB97M-V def2-TZVPD RIJCOSX def2/J DEFGRID3
* xyz 1 1
O -0.5063 0.3005 1.4096
N -1.8986 0.5679 -1.0421
N 0.9738 -0.9122 2.5785
C -0.7426 0.6322 -2.0656
C 0.6145 -0.2316 1.4733
C 1.5864 -0.4058 0.3763
H -0.2536 1.6554 -1.9730
H 1.4630 -1.5164 0.1040
H 2.5638 -0.0948 0.6738
H 0.4080 -0.7376 3.3745
H -1.4772 0.5463 -0.1841
H -1.0464 0.3707 -3.0136
H 1.8129 -1.3487 2.5940
H 1.4728 0.1607 -0.5769
H -2.4937 -0.2868 -1.1265
H 0.0921 -0.0287 -1.6374
H -2.5688 1.3288 -0.9649
*
```

LUMO: -3.24 eV
HOMO: -14.13 eV
energy relative to the best compared isomer or geometry (same formula, charge and spin): 1.099 eV

Here are the natural (NBO) charges for atoms 1 to 8, given in e: atom 1 (O): -0.70, atom 2 (N): -0.68, atom 3 (N): -0.77, atom 4 (C): -0.41, atom 5 (C): 0.68, atom 6 (C): -0.73, atom 7 (H): 0.25, atom 8 (H): 0.26

---

# 10
Formula: C3H11N2O
Source: the OMol25 dataset
Level of theory: ωB97M-V/def2-TZVPD

```
! wB97M-V def2-TZVPD RIJCOSX def2/J DEFGRID3
* xyz 1 1
O -0.9031 -0.8469 0.3689
N -2.0613 1.3709 0.0061
N 2.6768 -0.9344 -0.8364
C 0.3184 -0.6189 -0.4641
C -1.7367 2.4045 0.7436
C 1.6062 -1.2139 0.1326
H 0.4154 0.4570 -0.5139
H -0.5592 -0.7728 1.2858
H 2.6338 -1.6870 -1.5518
H 1.8176 -0.7172 1.1054
H 0.0523 -1.0395 -1.4673
H -1.5849 0.1832 0.1723
H 3.5867 -1.1292 -0.3746
H 1.4056 -2.2673 0.3353
H -2.2312 3.3810 0.5689
H -2.8229 1.6406 -0.6126
H -0.9237 2.2410 1.4408
*
```

LUMO: -4.43 eV
HOMO: -13.47 eV
energy relative to the best compared isomer or geometry (same formula, charge and spin): 2.732 eV

Here are the natural (NBO) charges for atoms 1 to 8, given in e: atom 1 (O): -0.67, atom 2 (N): -0.63, atom 3 (N): -0.82, atom 4 (C): -0.08, atom 5 (C): 0.08, atom 6 (C): -0.26, atom 7 (H): 0.18, atom 8 (H): 0.51

---

# 11
Formula: C3H11N2O
Source: the OMol25 dataset
Level of theory: ωB97M-V/def2-TZVPD

```
! wB97M-V def2-TZVPD RIJCOSX def2/J DEFGRID3
* xyz 1 1
O 1.0345 1.1270 -0.2230
N -1.6674 1.0420 -0.8820
N -1.6340 -0.2140 1.0848
C 1.2663 -0.1405 0.2103
C -2.0208 -0.2931 -0.3163
C 2.6755 -0.7452 0.3321
H -0.5891 1.2232 -0.6805
H 1.8462 1.3696 -0.5626
H -2.2015 1.7740 -0.2835
H 3.0283 -0.8646 -0.7056
H 0.3993 -0.3615 0.9168
H -1.6191 -1.1389 1.6767
H -1.9453 1.1314 -1.8090
H 2.5882 -1.5358 1.0062
H 3.2979 0.1599 0.5387
H -1.8569 0.6017 1.6043
H -1.7895 -1.1230 -0.9446
*
```

LUMO (alpha / beta): -3.29 / -4.20 eV
HOMO (alpha / beta): -12.51 / -10.88 eV
energy relative to the best compared isomer or geometry (same formula, charge and spin): 5.865 eV

Here are the natural (NBO) charges for atoms 1 to 8, given in e: atom 1 (O): -0.71, atom 2 (N): -0.75, atom 3 (N): -0.83, atom 4 (C): 0.09, atom 5 (C): 0.11, atom 6 (C): -0.69, atom 7 (H): 0.48, atom 8 (H): 0.50

---

# 12
Formula: C3H11N2O
Source: the OMol25 dataset
Level of theory: ωB97M-V/def2-TZVPD

```
! wB97M-V def2-TZVPD RIJCOSX def2/J DEFGRID3
* xyz 1 1
O 0.8050 -0.6222 -1.0448
N 1.6769 -0.7583 -2.0728
N -0.9958 -0.2388 0.9862
C -0.9853 2.0687 0.0251
C -0.3490 -1.4156 1.5699
C -0.3681 0.8789 0.6425
H -2.0568 -0.2588 0.7238
H 0.7430 -1.0486 1.8123
H -1.2679 1.8516 -0.9812
H -0.4549 -2.3894 1.0706
H 2.5117 -1.0084 -1.4079
H 0.6773 0.8760 0.9844
H -0.9053 -1.6117 2.4855
H -1.9125 2.4071 0.6323
H 1.6730 0.0327 -2.7832
H 1.5641 -1.6536 -2.5155
H -0.3554 2.8903 -0.1273
*
```

LUMO: -3.66 eV
HOMO: -12.80 eV
energy relative to the best compared isomer or geometry (same formula, charge and spin): 4.811 eV

Here are the natural (NBO) charges for atoms 1 to 8, given in e: atom 1 (O): -0.78, atom 2 (N): -0.39, atom 3 (N): -0.44, atom 4 (C): -0.72, atom 5 (C): -0.41, atom 6 (C): 0.35, atom 7 (H): 0.43, atom 8 (H): 0.23

---

The lowest energy relative to the best compared isomer or geometry (same formula, charge and spin) belongs to which entry?
number 6